Entry 1:
Below is the ion C3H10N3O with charge +1 at a distorted geometry, with properties calculated with the ωB97M-V functional and the def2-TZVPD basis.

Summary:
- charge = +1
- SMILES = [H]/N=[N+](\[O-])C[NH+](C)C
- Kohn-Sham gap (hartree) = 0.39361
- LUMO energy (eV) = -4.22

Last column: natural (NBO) charge in e.
Positions of all 17 atoms, in Å:
H (-2.682, 0.851, 1.570)  0.40
N (-1.830, 0.725, 1.030)  -0.45
N (-1.943, -0.027, 0.055)  0.32
O (-2.972, -0.706, -0.379)  -0.40
C (-0.721, -0.204, -0.752)  -0.10
N (0.446, 0.136, 0.082)  -0.39
C (1.447, 0.958, -0.618)  -0.42
C (1.045, -1.062, 0.698)  -0.43
H (-0.795, 0.458, -1.623)  0.26
H (-0.707, -1.243, -1.104)  0.27
H (-0.011, 0.704, 0.846)  0.48
H (1.020, 1.914, -0.904)  0.24
H (2.295, 1.142, 0.033)  0.25
H (1.806, 0.445, -1.508)  0.24
H (0.283, -1.643, 1.214)  0.24
H (1.515, -1.684, -0.059)  0.24
H (1.803, -0.764, 1.419)  0.25

Forces on the atoms, in the same order (eV/Å):
H -0.37 -0.29 -0.23
N 0.43 0.48 0.39
N -3.45 -2.40 -1.21
O 3.09 2.26 1.33
C -0.08 -0.35 -0.95
N -0.32 0.32 0.40
C 0.56 0.44 -0.46
C 0.34 -0.66 0.50
H -0.01 -0.05 0.31
H 0.06 0.32 0.25
H 0.26 -0.17 -0.29
H -0.18 0.00 0.01
H -0.04 -0.07 0.16
H -0.10 -0.12 0.02
H -0.10 0.09 -0.04
H -0.05 0.08 -0.17
H -0.05 0.13 -0.02



Entry 2:
Below is an isolated molecule of C5H4O at a distorted geometry, with properties calculated with the ωB97M-V functional and the def2-TZVPD basis.

Summary:
- charge = 0
- SMILES = C#CC(=O)C=C
- Kohn-Sham gap (hartree) = 0.35386
- LUMO energy (eV) = -0.55

Last column: natural (NBO) charge in e.
Positions of all 10 atoms, in Å:
C (-1.851, 0.162, -1.148)  -0.18
C (-0.988, -0.638, -0.656)  -0.07
C (0.204, -1.079, -0.266)  0.39
O (0.563, -2.106, -0.707)  -0.46
C (1.090, -0.213, 0.600)  -0.28
C (0.742, 1.042, 0.823)  -0.35
H (-3.010, 0.329, -1.441)  0.28
H (1.943, -0.701, 1.410)  0.23
H (1.361, 1.791, 1.334)  0.22
H (-0.053, 1.413, 0.051)  0.21

Forces on the atoms, in the same order (eV/Å):
C -0.72 -3.86 1.59
C -8.49 6.75 -3.64
C 4.50 0.84 2.42
O 1.82 -4.09 -1.06
C 1.54 -1.42 3.78
C -0.59 1.60 -2.79
H 3.63 -0.08 0.58
H -2.43 1.00 -3.04
H -0.54 -0.56 0.14
H 1.27 -0.18 2.01



Entry 3:
Below is an isolated molecule of C16H20N2O2S at a distorted geometry, with properties calculated with the ωB97M-V functional and the def2-TZVPD basis.

Summary:
- charge = 0
- SMILES = C[C@H]1CCCCN1C(=O)CCn1c(=S)oc2ccccc21
- Kohn-Sham gap (hartree) = 0.32791
- LUMO energy (eV) = 0.64

Last column: natural (NBO) charge in e.
Positions of all 41 atoms, in Å:
C (1.214, -1.486, 3.582)  -0.62
C (1.548, -1.350, 2.094)  -0.06
C (3.060, -1.293, 1.832)  -0.40
C (3.745, -2.639, 2.039)  -0.40
C (3.057, -3.689, 1.173)  -0.40
C (1.571, -3.737, 1.513)  -0.23
N (0.955, -2.434, 1.324)  -0.44
C (-0.108, -2.351, 0.501)  0.69
O (-0.539, -3.315, -0.110)  -0.64
C (-0.766, -0.987, 0.307)  -0.50
C (-0.016, -0.210, -0.780)  -0.21
N (-0.573, 1.102, -0.963)  -0.41
C (-0.196, 2.196, -0.239)  0.37
S (0.960, 2.232, 0.912)  -0.20
O (-0.926, 3.265, -0.613)  -0.41
C (-1.798, 2.846, -1.576)  0.23
C (-2.751, 3.569, -2.260)  -0.23
C (-3.510, 2.873, -3.190)  -0.21
C (-3.319, 1.515, -3.418)  -0.21
C (-2.360, 0.788, -2.730)  -0.25
C (-1.598, 1.477, -1.805)  0.16
H (1.704, -2.342, 4.034)  0.20
H (1.536, -0.589, 4.105)  0.22
H (0.139, -1.595, 3.713)  0.21
H (1.138, -0.398, 1.756)  0.24
H (3.495, -0.535, 2.484)  0.22
H (3.220, -0.973, 0.800)  0.20
H (3.692, -2.935, 3.088)  0.19
H (4.800, -2.559, 1.771)  0.21
H (3.496, -4.674, 1.336)  0.21
H (3.177, -3.432, 0.119)  0.20
H (1.045, -4.437, 0.863)  0.25
H (1.436, -4.055, 2.551)  0.19
H (-1.788, -1.175, -0.028)  0.24
H (-0.803, -0.409, 1.228)  0.23
H (1.034, -0.081, -0.500)  0.24
H (-0.071, -0.749, -1.729)  0.22
H (-2.893, 4.621, -2.075)  0.23
H (-4.268, 3.400, -3.748)  0.22
H (-3.934, 1.012, -4.147)  0.22
H (-2.219, -0.266, -2.906)  0.23

Forces on the atoms, in the same order (eV/Å):
C 0.03 0.08 -0.27
C 0.06 0.40 0.22
C -0.11 -0.05 0.12
C 0.01 0.06 -0.27
C -0.08 0.02 0.32
C 0.10 -0.41 -0.33
N 0.32 -0.20 0.13
C -0.42 0.40 -0.07
O -0.24 -0.19 -0.31
C 0.07 -0.17 -0.11
C 0.10 -0.35 0.24
N 0.00 0.85 0.16
C 0.50 -0.65 0.26
S 0.26 0.25 0.33
O -0.05 0.08 -0.04
C -0.47 -0.79 -0.67
C 0.32 -0.03 0.29
C -0.06 -0.03 -0.06
C -0.08 0.04 -0.07
C 0.18 0.03 0.18
C -0.50 0.63 -0.30
H 0.03 -0.09 0.10
H 0.05 0.08 0.11
H -0.09 0.00 0.05
H -0.01 -0.14 -0.05
H 0.02 0.08 -0.01
H 0.01 0.07 -0.04
H 0.05 -0.04 0.07
H 0.03 0.00 0.09
H 0.01 -0.04 -0.05
H 0.00 -0.04 -0.07
H 0.06 0.09 0.20
H -0.01 -0.03 -0.01
H 0.09 -0.05 0.07
H 0.04 0.09 -0.02
H -0.11 -0.01 -0.11
H 0.03 0.05 0.04
H -0.02 0.14 0.02
H -0.07 0.05 -0.05
H -0.06 -0.04 -0.07
H 0.01 -0.14 -0.02



Entry 4:
Below is a structure of composition C48H46F3N7P2SSe2Ta at a distorted geometry, with properties calculated with the ωB97M-V functional and the def2-TZVPD basis.

Summary:
- charge = +3
- Kohn-Sham gap (hartree) = 0.14047
- LUMO energy (eV) = -10.00

Last column: Löwdin charge in e.
Positions of all 110 atoms, in Å:
Ta (1.110, 1.737, -1.056)  1.76
C (1.250, 1.402, -4.356)  -0.13
C (0.486, 0.110, -4.153)  -0.10
C (-0.761, 0.279, -3.327)  -0.23
C (-1.920, -0.350, -3.763)  0.03
C (-3.122, -0.149, -3.113)  0.01
C (-3.146, 0.730, -2.041)  -0.01
C (-1.968, 1.311, -1.638)  -0.16
N (-0.768, 1.081, -2.230)  -0.02
N (2.131, 1.770, -3.201)  -0.23
C (2.543, 3.195, -3.409)  -0.10
C (1.362, 4.076, -3.147)  -0.26
C (1.133, 5.258, -3.821)  0.04
C (-0.004, 5.994, -3.519)  0.03
C (-0.880, 5.510, -2.557)  0.01
C (-0.585, 4.325, -1.922)  -0.11
N (0.522, 3.610, -2.206)  -0.05
C (3.366, 0.953, -3.233)  -0.11
C (4.043, 1.022, -1.901)  -0.23
C (5.388, 0.751, -1.750)  0.04
C (5.924, 0.658, -0.475)  0.03
C (5.084, 0.811, 0.621)  0.01
C (3.759, 1.106, 0.406)  -0.09
N (3.243, 1.259, -0.838)  -0.04
H (0.553, 2.224, -4.513)  0.14
H (1.886, 1.341, -5.243)  0.15
H (1.120, -0.665, -3.724)  0.10
H (0.187, -0.264, -5.132)  0.14
H (-1.866, -0.986, -4.636)  0.14
H (-4.022, -0.643, -3.454)  0.14
H (-4.061, 0.968, -1.518)  0.13
H (-1.979, 1.993, -0.802)  0.03
H (2.911, 3.317, -4.431)  0.15
H (3.362, 3.433, -2.729)  0.14
H (1.832, 5.590, -4.576)  0.14
H (-0.206, 6.924, -4.032)  0.14
H (-1.780, 6.044, -2.287)  0.13
H (-1.238, 3.967, -1.136)  0.03
H (4.020, 1.288, -4.040)  0.15
H (3.100, -0.089, -3.411)  0.13
H (6.001, 0.592, -2.627)  0.14
H (6.976, 0.447, -0.338)  0.14
H (5.448, 0.716, 1.633)  0.13
H (3.077, 1.229, 1.236)  0.10
Se (0.659, -5.502, -1.846)  0.38
P (0.072, -4.280, -0.283)  0.46
C (-1.722, -4.167, -0.061)  -0.36
C (-2.384, -5.275, 0.471)  -0.09
C (-3.769, -5.310, 0.509)  -0.04
C (-4.507, -4.255, -0.009)  -0.06
C (-3.856, -3.164, -0.567)  -0.08
C (-2.471, -3.120, -0.596)  -0.10
C (0.865, -4.634, 1.308)  -0.36
C (2.250, -4.815, 1.278)  -0.11
C (2.933, -5.140, 2.436)  -0.07
C (2.243, -5.298, 3.632)  -0.06
C (0.867, -5.134, 3.666)  -0.06
C (0.177, -4.806, 2.505)  -0.09
C (0.583, -2.513, -0.552)  -0.35
C (0.378, -1.280, 0.042)  -0.39
N (1.092, -0.380, -0.702)  -0.25
N (1.704, -1.040, -1.680)  -0.05
N (1.406, -2.294, -1.614)  0.06
P (-0.332, -0.597, 1.530)  0.84
Se (-0.128, 1.606, 1.193)  0.66
C (0.681, -1.058, 2.916)  -0.36
C (1.932, -1.648, 2.715)  -0.08
C (2.716, -1.965, 3.811)  -0.06
C (2.260, -1.690, 5.094)  -0.02
C (1.017, -1.104, 5.294)  -0.03
C (0.220, -0.789, 4.208)  -0.06
C (-2.049, -0.908, 1.891)  -0.36
C (-3.063, -0.012, 1.554)  -0.10
C (-4.372, -0.303, 1.898)  -0.05
C (-4.670, -1.476, 2.580)  -0.03
C (-3.660, -2.363, 2.928)  -0.03
C (-2.349, -2.081, 2.590)  -0.07
H (-1.818, -6.129, 0.824)  0.12
H (-4.273, -6.176, 0.918)  0.12
H (-5.588, -4.295, 0.005)  0.12
H (-4.434, -2.351, -0.990)  0.10
H (-1.977, -2.275, -1.063)  0.08
H (2.777, -4.749, 0.333)  0.10
H (4.002, -5.305, 2.401)  0.12
H (2.775, -5.581, 4.531)  0.12
H (0.322, -5.294, 4.587)  0.12
H (-0.902, -4.746, 2.533)  0.08
H (2.277, -1.895, 1.718)  0.10
H (3.673, -2.446, 3.667)  0.12
H (2.875, -1.945, 5.948)  0.13
H (0.667, -0.898, 6.296)  0.12
H (-0.751, -0.335, 4.366)  0.12
H (-2.840, 0.917, 1.043)  0.05
H (-5.162, 0.394, 1.653)  0.12
H (-5.693, -1.691, 2.857)  0.13
H (-3.893, -3.269, 3.471)  0.13
H (-1.557, -2.752, 2.887)  0.09
C (-1.856, 6.217, 1.512)  -0.38
S (-2.309, 4.508, 1.159)  0.70
C (-3.994, 4.490, 1.804)  -0.38
H (-1.942, 6.407, 2.580)  0.05
H (-2.491, 6.910, 0.963)  0.05
H (-0.819, 6.361, 1.217)  0.03
H (-4.625, 5.192, 1.264)  0.05
H (-3.988, 4.735, 2.864)  0.05
H (-4.393, 3.486, 1.677)  0.02
F (2.734, 4.165, -0.607)  0.08
C (1.786, 3.532, 0.135)  -0.74
F (0.818, 4.439, 0.378)  0.03
F (2.364, 3.303, 1.324)  0.04

Forces on the atoms, in the same order (eV/Å):
Ta 0.46 -0.34 -0.85
C 0.00 -0.03 0.04
C 0.02 -0.05 0.01
C 0.08 0.02 -0.06
C 0.03 0.00 0.01
C -0.01 0.00 0.01
C 0.04 0.01 -0.03
C -0.01 0.04 -0.02
N -0.11 -0.09 0.07
N -0.06 0.05 0.10
C -0.04 0.01 0.02
C 0.09 -0.08 -0.06
C 0.04 -0.08 0.02
C -0.01 0.00 0.02
C 0.02 0.00 -0.02
C 0.01 -0.01 -0.02
N -0.30 -0.04 0.17
C -0.01 0.01 0.08
C 0.00 -0.03 -0.10
C -0.05 -0.02 -0.02
C -0.03 0.01 0.00
C -0.03 0.00 -0.02
C 0.00 -0.02 0.11
N -0.16 0.01 0.11
H 0.00 0.00 -0.03
H 0.01 -0.05 0.01
H -0.03 0.02 -0.08
H -0.04 0.05 -0.01
H 0.00 -0.01 0.01
H 0.00 0.00 0.00
H -0.01 0.01 0.00
H 0.04 0.02 0.00
H -0.02 0.00 0.00
H -0.01 0.01 0.00
H 0.00 0.00 0.00
H 0.00 0.00 0.00
H 0.00 0.00 0.00
H -0.01 -0.03 0.01
H 0.01 0.01 0.01
H 0.01 0.04 0.00
H 0.00 0.00 0.00
H 0.00 0.00 0.00
H 0.00 -0.01 0.00
H 0.04 -0.01 -0.04
Se 0.00 0.04 -0.01
P -0.12 0.10 0.00
C 0.02 -0.02 0.03
C 0.06 0.00 -0.01
C -0.02 -0.02 0.02
C -0.02 0.01 0.01
C 0.01 0.01 0.02
C 0.03 0.00 0.01
C -0.02 -0.05 0.04
C -0.01 0.00 -0.05
C 0.03 -0.02 0.01
C -0.03 -0.02 0.00
C 0.04 -0.01 0.02
C -0.04 0.01 0.01
C 0.04 -0.14 -0.14
C -0.07 0.28 0.00
N -0.26 -0.06 0.25
N -0.01 0.02 0.13
N 0.09 -0.04 -0.09
P -0.16 -0.07 0.05
Se 0.39 0.07 -0.11
C 0.01 -0.06 -0.07
C -0.02 0.03 -0.10
C 0.01 0.02 0.03
C 0.03 -0.01 0.00
C -0.03 0.01 0.00
C -0.03 0.10 0.01
C 0.08 -0.11 0.07
C -0.02 0.02 -0.12
C 0.01 0.01 -0.02
C -0.02 -0.01 0.01
C -0.01 -0.01 -0.04
C 0.02 0.02 0.03
H 0.00 0.00 0.00
H 0.00 0.00 0.00
H 0.00 0.00 0.00
H 0.00 0.01 0.00
H 0.02 0.02 -0.01
H 0.00 0.00 0.00
H 0.00 0.00 0.00
H 0.00 0.00 0.01
H 0.00 0.00 0.00
H -0.01 0.06 -0.01
H 0.00 0.01 0.02
H 0.00 0.01 -0.01
H 0.00 0.01 0.00
H 0.00 0.00 0.00
H -0.01 -0.01 0.00
H 0.03 -0.01 0.06
H -0.01 0.00 0.00
H 0.00 0.00 0.00
H 0.00 0.00 0.00
H 0.02 -0.04 0.00
C 0.01 0.02 0.02
S -0.08 -0.08 0.05
C -0.01 0.03 -0.02
H 0.00 0.00 0.00
H -0.01 0.00 0.00
H 0.00 0.00 -0.01
H 0.00 0.01 0.00
H -0.01 0.00 0.00
H 0.01 -0.01 0.00
F 0.05 -0.03 -0.19
C -0.06 0.52 0.58
F -0.02 0.01 0.01
F 0.08 -0.04 0.06